[1]
ORCA calculation (ωB97M-V/def2-TZVPD) on a 2-piece molecular cluster, H3O3P3 overall in a non-equilibrium geometry.

- multiplicity = 1
- ΔE to the lowest compared entry with this formula, charge and spin (kcal per mole) = 54.6
- net charge = -2
- largest force on an atom (eV/A) = 2.69
- highest occupied orbital energy (alpha / beta) (eV) = 0.2242 / 0.2238
- frontier orbital gap (alpha / beta) (eV) = 5.9 / 5.9

XYZ file:
```
9
Properties=species:S:1:pos:R:3:forces:R:3:mulliken_charge:R:1
O -1.185 -0.391 3.168 -0.695 -0.124 0.437 -1.1183
O 2.013 0.041 -0.068 1.444 0.311 1.041 -0.6164
O 0.754 -2.222 0.083 0.256 0.545 0.853 -0.6189
P 0.126 1.684 -2.029 -0.371 0.340 -0.733 -0.2759
P -0.854 0.164 -0.978 -0.578 -0.207 -0.633 -0.1753
P 0.805 -0.733 0.221 -0.257 -2.034 -1.735 0.6823
H -0.397 -0.211 2.667 0.713 0.222 -0.319 0.1598
H -0.008 0.927 -3.257 0.098 0.180 0.334 -0.0984
H -1.255 0.741 0.193 -0.611 0.766 0.755 0.0611
```
Positions in Å, forces in eV/Å.

***

[2]
ORCA calculation (ωB97M-V/def2-TZVPD) on a 2-piece molecular cluster, C4H10N2O4 overall in a non-equilibrium geometry.

- multiplicity = 1
- ΔE to the lowest compared entry with this formula, charge and spin (kcal per mole) = 10.1
- net charge = 0
- largest force on an atom (eV/A) = 4.23
- highest occupied orbital energy (eV) = -9.7332
- frontier orbital gap (eV) = 10.6
- SMILES = COC(=O)OC.NC(N)=O

XYZ file:
```
20
Properties=species:S:1:pos:R:3:forces:R:3:mulliken_charge:R:1
C -2.710 -0.426 -0.308 0.835 2.194 -0.702 0.5546
C 3.914 -0.317 -0.323 -2.392 -2.850 -2.008 -0.6399
C 0.570 1.812 -0.004 -1.502 -2.222 0.007 -0.4689
C 1.577 -0.330 0.254 -0.787 -0.410 -0.240 0.8109
N -4.083 -0.404 -0.458 0.053 -1.113 0.480 -0.5055
N -2.309 -1.231 0.709 -1.490 -0.686 0.470 -0.3291
O -1.975 0.334 -0.959 -0.949 -1.538 0.782 -0.5935
O 0.551 -0.857 0.625 0.521 0.749 -0.044 -0.5649
O 2.661 -1.053 0.074 2.009 0.596 -0.075 -0.3680
O 1.775 0.952 -0.076 -1.602 0.755 0.157 -0.3932
H 4.256 -0.891 -1.202 -0.016 0.642 0.339 0.2349
H 4.593 -0.382 0.429 1.828 -0.423 2.346 0.2934
H 3.660 0.672 -0.502 -0.076 1.574 -0.725 0.3447
H -0.102 1.654 -0.967 1.440 0.249 2.317 0.1923
H 0.925 2.814 0.101 0.301 0.513 -0.088 0.2596
H 0.036 1.472 0.965 0.448 0.741 -1.885 0.2521
H -4.491 -0.865 0.335 -0.678 -0.046 -0.019 0.2006
H -4.477 0.493 -0.590 -0.193 0.909 -0.480 0.2434
H -2.966 -1.856 1.178 0.172 0.494 -0.514 0.2042
H -1.406 -1.589 0.718 2.079 -0.129 -0.117 0.2722
```
Positions in Å, forces in eV/Å.

***

[3]
ORCA calculation (ωB97M-V/def2-TZVPD) on a 2-piece molecular cluster, C3H8N2O overall in a non-equilibrium geometry.

- multiplicity = 1
- ΔE to the lowest compared entry with this formula, charge and spin (kcal per mole) = 144.8
- net charge = 0
- largest force on an atom (eV/A) = 4.04
- highest occupied orbital energy (eV) = -8.4615
- frontier orbital gap (eV) = 9.5
- SMILES = C=C=NC.NO

XYZ file:
```
14
Properties=species:S:1:pos:R:3:forces:R:3:mulliken_charge:R:1
C -1.666 -1.581 -0.883 0.487 -1.183 -0.214 -0.7685
N -0.888 -0.378 -0.756 0.618 1.422 1.791 -0.4696
C -0.313 -0.020 0.302 -3.616 -1.492 -0.991 0.8848
N 2.101 1.591 -0.082 -1.499 1.231 2.007 -0.4349
C -0.306 0.369 1.558 1.490 0.555 -0.106 -0.9278
O 1.473 0.568 -0.847 1.169 -0.452 -0.674 -0.4033
H 0.549 0.717 -1.283 2.257 1.223 0.977 0.4187
H 3.026 1.992 -0.216 0.016 -0.872 -2.271 0.2558
H 2.253 1.232 0.865 -0.824 -0.442 -0.485 0.1771
H -2.381 -1.724 -0.064 0.165 0.264 -0.050 0.2866
H -2.211 -1.588 -1.827 0.065 0.170 0.080 0.2547
H -0.997 -2.447 -0.889 -0.160 -0.126 -0.017 0.3121
H -1.214 0.460 2.128 -0.382 0.209 -0.362 0.2801
H 0.574 0.811 1.994 0.215 -0.506 0.317 0.1341
```
Positions in Å, forces in eV/Å.

***

[4]
ORCA calculation (ωB97M-V/def2-TZVPD) on C25H18N8OS4Sn as an isolated structure.

- multiplicity = 2
- ΔE to the lowest compared entry with this formula, charge and spin (kcal per mole) = 0.0
- net charge = -1
- largest force on an atom (eV/A) = 0.43
- highest occupied orbital energy (alpha / beta) (eV) = -2.3663 / -3.9131
- ⟨S²⟩ = 0.77
- frontier orbital gap (alpha / beta) (eV) = 3.9 / 5.5

XYZ file:
```
57
Properties=species:S:1:pos:R:3:forces:R:3:mulliken_charge:R:1
Sn -0.634 0.278 -0.883 0.136 -0.047 -0.408 0.6177
C -1.427 -4.409 1.874 0.023 0.031 0.010 -0.6823
S -1.510 -4.653 0.088 -0.032 0.158 -0.041 -0.1348
C -1.397 -2.979 -0.544 -0.218 0.015 0.148 0.4079
S -2.145 -1.651 0.308 0.071 -0.211 -0.010 -0.4452
N -0.810 -2.935 -1.689 -0.040 0.169 -0.077 -1.0427
N -0.734 -1.676 -2.241 0.112 -0.108 -0.157 0.6239
C -0.338 -1.657 -3.518 -0.015 -0.022 0.266 -1.0801
C -0.138 -0.427 -4.158 -0.008 0.230 -0.123 0.8958
C 0.266 -0.315 -5.521 -0.035 -0.067 0.149 -1.0303
C 0.427 0.918 -6.080 0.009 0.154 -0.013 -0.0617
C 0.190 2.077 -5.304 0.003 -0.166 -0.033 -0.9609
C -0.197 1.892 -3.992 -0.005 0.088 0.055 0.0701
N -0.358 0.705 -3.414 0.011 -0.112 -0.166 0.0859
H -1.863 -5.293 2.338 0.022 -0.010 -0.010 0.3639
H -0.397 -4.292 2.216 -0.008 0.015 -0.017 0.1014
H -2.007 -3.531 2.151 -0.021 -0.008 0.002 0.2613
H -0.187 -2.590 -4.051 0.001 -0.032 0.039 0.2726
H 0.440 -1.218 -6.094 -0.008 0.003 0.008 0.3313
H 0.734 1.008 -7.116 -0.007 0.003 0.003 0.3958
H 0.294 3.072 -5.713 0.007 -0.001 -0.003 0.3808
H -0.400 2.750 -3.355 -0.002 -0.028 0.013 0.2292
S 3.358 -3.027 5.836 0.163 -0.007 0.133 0.0821
N 3.458 -3.416 4.273 -0.046 -0.126 -0.140 -0.6887
C 2.653 -2.596 3.622 -0.038 0.049 -0.225 0.9015
C 2.420 -2.588 2.183 0.183 -0.183 0.303 0.7085
C 3.022 -3.508 1.324 0.031 -0.006 0.058 -0.6307
C 2.758 -3.429 -0.020 -0.038 -0.002 -0.097 -0.9451
C 1.900 -2.423 -0.472 -0.039 0.040 0.120 -0.1884
N 1.316 -1.555 0.337 0.057 -0.035 -0.033 0.2774
C 1.557 -1.630 1.649 -0.186 0.264 0.147 -0.7461
C 0.861 -0.658 2.540 0.033 -0.268 -0.243 -0.5625
N 0.013 0.200 1.974 0.093 0.069 0.065 0.0598
C -0.643 1.053 2.738 0.025 0.025 -0.076 -0.2239
C -0.496 1.105 4.125 -0.012 0.001 0.000 -0.8726
C 0.376 0.225 4.722 -0.002 -0.005 0.038 -0.5335
C 1.070 -0.679 3.920 0.192 -0.165 0.310 0.6160
C 1.996 -1.661 4.471 -0.118 0.188 -0.118 0.9223
N 2.320 -1.795 5.744 -0.175 0.062 0.034 -0.7114
H 3.680 -4.263 1.736 -0.007 0.004 -0.011 0.4908
H 3.187 -4.128 -0.724 0.007 0.004 0.000 0.4314
H 1.660 -2.325 -1.523 0.015 -0.009 -0.017 0.3560
H -1.311 1.731 2.216 0.022 0.014 -0.019 0.3592
H -1.061 1.823 4.704 -0.001 -0.006 0.004 0.4165
H 0.532 0.211 5.793 -0.002 0.008 -0.007 0.4920
O -0.313 2.831 0.024 -0.178 0.185 0.016 -0.6699
N -1.097 3.837 -0.263 0.081 -0.165 0.080 0.4679
C -0.693 5.077 0.108 0.000 -0.016 -0.034 -0.2248
C -1.432 6.199 -0.145 -0.044 0.016 -0.009 -0.6587
C -2.654 6.047 -0.807 0.021 0.050 0.005 -0.1712
C -3.059 4.789 -1.170 -0.023 -0.118 -0.017 -0.7812
C -2.292 3.632 -0.907 -0.053 0.125 -0.037 0.2701
S -2.830 2.075 -1.374 0.043 -0.030 0.134 -0.3424
H 0.263 5.075 0.610 0.005 -0.014 -0.006 0.3970
H -1.060 7.163 0.170 -0.006 -0.001 -0.009 0.3888
H -3.271 6.906 -1.034 0.001 -0.008 0.008 0.3456
H -3.997 4.632 -1.683 0.003 0.006 0.004 0.3687
```
Positions in Å, forces in eV/Å.

***

[5]
ORCA calculation (ωB97M-V/def2-TZVPD) on a 3-piece molecular cluster, C6H15NO2 overall in a non-equilibrium geometry.

- multiplicity = 1
- ΔE to the lowest compared entry with this formula, charge and spin (kcal per mole) = 139.0
- net charge = 0
- largest force on an atom (eV/A) = 3.81
- highest occupied orbital energy (alpha / beta) (eV) = -6.3073 / -6.6185
- frontier orbital gap (alpha / beta) (eV) = 6.8 / 7.3

XYZ file:
```
24
Properties=species:S:1:pos:R:3:forces:R:3:mulliken_charge:R:1
C -0.697 -1.642 -0.159 0.185 -1.257 0.970 0.4820
C 0.359 0.466 0.331 -0.707 -1.870 0.580 1.2003
C -0.127 0.572 -0.953 1.420 3.511 -0.422 -0.8216
C 1.769 0.056 0.598 0.210 -0.322 0.047 -1.4865
C -0.414 1.006 1.493 -0.046 -0.397 -0.044 -1.5489
C 0.766 2.543 -0.986 -0.410 -0.351 -1.160 -1.1700
N -2.073 -1.974 -0.436 0.147 0.521 -0.125 -0.7784
O -0.406 -2.154 1.113 0.060 -0.051 0.181 -0.5158
O 0.095 -2.231 -1.148 0.121 0.268 -0.086 -0.5597
H -0.735 -3.072 1.173 -0.001 0.248 -0.087 0.3324
H -0.146 -3.173 -1.239 -0.059 0.307 0.085 0.3270
H -2.697 -1.565 0.250 0.026 0.006 -0.002 0.2236
H -2.346 -1.662 -1.360 -0.024 0.001 0.001 0.2167
H -1.154 0.862 -1.117 -0.022 -0.135 -0.006 0.3683
H 0.437 0.158 -1.776 -0.124 -0.140 0.016 0.4543
H 2.293 0.777 1.229 -0.141 0.216 -0.128 0.4288
H 2.339 -0.096 -0.315 -0.055 0.065 -0.087 0.3217
H 1.804 -0.882 1.155 -0.233 -0.064 0.010 0.3478
H -1.364 1.444 1.191 0.013 -0.006 -0.033 0.3119
H -0.603 0.175 2.178 -0.028 0.050 0.087 0.3854
H 0.169 1.750 2.036 0.034 0.037 -0.082 0.4280
H 1.853 2.518 -1.013 0.084 -0.458 0.042 0.3272
H 0.408 2.820 -1.976 -0.026 0.137 -0.034 0.3963
H 0.470 3.303 -0.268 -0.424 -0.313 0.275 0.3292
```
Positions in Å, forces in eV/Å.